[1]
The following is a quantum chemistry calculation of a molecular structure, C49H41NP3PrS2 at a distorted geometry, from the Open Molecules 2025 dataset.

The geometry in XYZ format:
```
97
Properties=species:S:1:pos:R:3
Pr 0.8842 -1.2478 1.5481
C 3.5187 -0.7037 2.3064
C 3.2304 -1.3562 3.5155
C 2.5942 -0.7162 4.5741
C 2.1520 0.6050 4.4183
C 2.4045 1.2786 3.2050
C 3.0373 0.5896 2.1708
H 4.0010 -1.2528 1.4766
H 3.6480 -2.3160 3.7710
H 2.3574 -1.2264 5.5106
H 1.7709 1.1459 5.2703
H 2.2010 2.3185 3.2236
H 3.2532 1.0250 1.2236
S 1.9463 -3.7266 0.3915
P 2.1550 -2.3818 -1.1531
C 1.5627 -0.8483 -0.9869
P -0.0259 -0.4599 -1.3148
S -1.3255 -1.7155 -0.4417
C -0.2359 1.4449 -0.7727
C -1.5430 3.1177 -0.3419
C -0.8286 4.4302 -0.3624
C 0.4963 4.5445 -0.4115
C 1.4113 3.3715 -0.6475
C 1.0934 2.0880 -0.8257
C -0.4023 -0.4478 -3.1074
C -1.3360 -1.3097 -3.7036
C -1.6641 -1.0286 -5.0255
C -1.0044 -0.0524 -5.7967
C -0.0156 0.6602 -5.2341
C 0.2856 0.5162 -3.8647
C 3.9535 -2.2254 -1.4167
C 4.3752 -1.1571 -2.1845
C 5.7684 -0.9185 -2.3645
C 6.6598 -1.8630 -1.9238
C 6.2127 -2.8996 -1.1162
C 4.8761 -3.0802 -0.8325
C 1.5387 -3.0762 -2.7764
C 1.8855 -2.3932 -4.0020
C 1.2567 -2.8021 -5.1583
C 0.2830 -3.8109 -5.1537
C -0.0032 -4.4668 -3.9948
C 0.5875 -4.0877 -2.8082
H -2.5663 3.3377 -0.1597
H -1.4995 5.3445 -0.3691
H 1.0189 5.4907 -0.3071
H 2.4605 3.5494 -0.4683
H 1.8985 1.3302 -1.0231
H -1.8483 -2.0296 -3.2285
H -2.3935 -1.6611 -5.4945
H -1.3750 0.0938 -6.7825
H 0.5480 1.4132 -5.7322
H 0.9796 1.1469 -3.3532
H 3.6288 -0.4228 -2.5490
H 6.1142 -0.0950 -3.0474
H 7.7215 -1.9454 -2.1735
H 6.9034 -3.6172 -0.7061
H 4.5251 -3.8054 -0.1629
H 2.7205 -1.6767 -4.0007
H 1.5180 -2.3137 -6.0631
H -0.2659 -3.9579 -6.0886
H -0.7602 -5.2358 -4.0080
H 0.4042 -4.5747 -1.8712
N -0.4997 -0.2183 2.8365
P -1.8566 0.4784 2.6102
C -2.1316 2.0337 3.4675
C -3.2026 2.8684 3.3004
C -3.3372 3.9828 4.1173
C -2.2894 4.2484 5.0822
C -1.1491 3.4387 5.0869
C -1.1178 2.2562 4.3974
C -3.2890 -0.5787 3.1068
C -4.3727 -0.0718 3.7897
C -5.4393 -0.9604 4.0878
C -5.4419 -2.2495 3.5936
C -4.3567 -2.7111 2.8310
C -3.2445 -1.8858 2.6608
C -2.1319 1.0934 0.9184
C -0.9987 1.8991 0.5245
C -1.2526 2.2227 -1.6285
C -2.5927 1.6023 -1.9729
C -3.4397 1.0008 -1.1301
C -3.2235 0.8212 0.2927
H -4.0335 2.5260 2.6162
H -4.1238 4.6996 3.9775
H -2.3567 5.1042 5.6743
H -0.4367 3.6796 5.8138
H -0.2843 1.5854 4.4532
H -4.4882 0.9194 4.0744
H -6.2849 -0.5636 4.6210
H -6.2853 -2.7983 3.9258
H -4.3571 -3.7003 2.4545
H -2.3300 -2.1473 2.0805
H -0.3513 2.1960 1.3467
H -0.8781 2.7798 -2.5186
H -2.8803 1.6545 -3.0351
H -4.2774 0.5369 -1.5497
H -4.0140 0.3210 0.7984
```

As for the spin multiplicity: 3. The energy relative to the best compared isomer or geometry (same formula, charge and spin) is 265.72 kJ/mol. The frontier orbital gap (spin up / spin down) is 6.9760 / 7.0042 eV. As for the HOMO energy (spin up / spin down): -7.0 / -7.0 eV. As for the LUMO energy (spin up / spin down): -0.0012 / -0.0003 hartree. The value obtained for the max |F| is 4.75 eV/A.

[2]
The following is a quantum chemistry calculation of 5 unconnected molecules or ions with the total composition C34H37Br2ClF3NO5PS2 at a distorted geometry, from the Open Molecules 2025 dataset.

The geometry in XYZ format:
```
86
Properties=species:S:1:pos:R:3
C 1.5674 0.0604 -0.5687
C 0.4739 0.0711 -1.6512
Br 0.7296 1.3420 -3.1183
C -0.5947 -0.7366 -1.5715
Br -1.9336 -0.5422 -3.0052
C -0.9280 -1.7696 -0.4764
S -2.3773 -1.3095 0.6499
O -1.8152 -0.9104 1.9202
O -3.3391 -2.3773 0.7916
C -3.3671 0.1608 0.0731
F -4.2885 -0.1685 -0.8567
F -4.1047 0.5520 1.1603
F -2.6378 1.2302 -0.2796
O 0.0172 -2.2262 0.4136
P 0.1176 -3.9468 0.6904
C 1.3785 -3.8769 2.1219
C 2.5610 -2.8550 2.0029
C 3.2199 -2.7530 0.6008
Cl 2.1283 -1.2077 2.7070
N -1.1804 -3.9821 2.0497
C -1.4723 -5.1242 2.2228
O -1.9246 -6.1917 2.2353
O -1.1664 -4.2396 -0.4391
C -1.3660 -3.1148 -1.2817
S -0.2728 -3.5683 -2.7373
H 1.1540 -0.1153 0.4423
H 2.3622 -0.6473 -0.8746
H 2.0429 1.0739 -0.5436
H 0.1542 -5.3945 0.8422
H 1.0939 -4.2203 -0.3453
H 0.8511 -3.7191 3.0842
H 1.8472 -4.8938 2.1658
H 3.3643 -3.2300 2.6882
H 3.6732 -3.7607 0.4001
H 4.0765 -2.0352 0.5846
H 2.4939 -2.5820 -0.2135
H -2.4542 -3.1529 -1.5032
H -1.1102 -3.8670 -3.7817
C -7.0032 3.7155 1.1873
C -7.3059 4.8158 0.3952
C -6.5001 5.1332 -0.6897
C -5.3968 4.3440 -0.9875
C -5.0960 3.2411 -0.1975
C -5.8959 2.9271 0.8939
H -7.6312 3.4708 2.0361
H -8.1712 5.4272 0.6247
H -6.7320 5.9954 -1.3041
H -4.7698 4.5886 -1.8371
H -4.2402 2.6310 -0.4331
H -5.6625 2.0738 1.5138
C 1.6313 6.4089 -6.0481
C 0.3924 6.9750 -5.7752
C -0.6394 6.1857 -5.2829
C -0.4293 4.8315 -5.0546
C 0.8104 4.2668 -5.3243
C 1.8397 5.0536 -5.8248
H 2.4352 7.0241 -6.4351
H 0.2306 8.0328 -5.9470
H -1.6076 6.6261 -5.0760
H -1.2322 4.2161 -4.6659
H 0.9733 3.2112 -5.1440
H 2.8050 4.6109 -6.0396
C 0.7665 5.1065 1.9376
C 0.8731 5.2287 0.5578
C 0.2801 4.2847 -0.2712
C -0.4282 3.2236 0.2794
C -0.5376 3.1034 1.6591
C 0.0631 4.0422 2.4883
H 1.2322 5.8410 2.5846
H 1.4201 6.0601 0.1279
H 0.3693 4.3760 -1.3479
H -0.8927 2.4920 -0.3662
H -1.0915 2.2756 2.0883
H -0.0179 3.9449 3.5644
C 4.7011 -7.1071 4.8802
C 4.4188 -6.0414 4.0353
C 5.2412 -5.7809 2.9469
C 6.3412 -6.5920 2.6974
C 6.6216 -7.6599 3.5403
C 5.8042 -7.9152 4.6342
H 4.0611 -7.3082 5.7310
H 3.5566 -5.4124 4.2254
H 5.0240 -4.9453 2.2917
H 6.9798 -6.3913 1.8453
H 7.4789 -8.2938 3.3448
H 6.0260 -8.7452 5.2947
```

The frontier orbital gap is 7.7423 eV. As for the total charge: -1. As for the HOMO energy: -5.7 eV. As for the LUMO energy: 0.0734 hartree. The value obtained for the max |F| is 4.27 eV/A.

[3]
The following is a quantum chemistry calculation of C22H25N3OS in the gas phase, from the Open Molecules 2025 dataset.

The geometry in XYZ format:
```
52
Properties=species:S:1:pos:R:3
C 1.6534 0.9028 -5.7201
C 1.7281 0.3037 -4.3497
C 0.6632 -0.4239 -3.8375
C 0.6861 -0.9759 -2.5641
C 1.8306 -0.7863 -1.7857
C 2.8978 -0.0461 -2.2797
C 2.8488 0.4913 -3.5500
H 3.6860 1.0629 -3.9224
H 3.7584 0.1070 -1.6467
N 1.9309 -1.2811 -0.4671
C 1.8560 -2.5615 -0.0432
C 2.0053 -2.5393 1.3232
C 2.1681 -1.1825 1.6350
N 2.1281 -0.4401 0.5480
H 2.3119 -0.7270 2.5950
H 2.0013 -3.3723 1.9959
H 1.7417 -3.3776 -0.7287
C -0.5437 -1.6836 -2.0609
N -1.5294 -0.7284 -1.5646
C -1.0202 -0.0216 -0.4042
H -0.0920 0.4837 -0.6797
C -2.0200 1.0285 0.0790
C -1.4416 1.8669 1.2086
O -1.3957 3.0784 1.0962
C -0.9168 1.2197 2.4037
C -0.1347 1.8416 3.3619
C 0.2424 0.9631 4.4002
C -0.2520 -0.2934 4.2471
S -1.1777 -0.4515 2.8207
H -0.1243 -1.1430 4.8889
H 0.8569 1.2623 5.2311
C 0.2822 3.2676 3.3203
H -0.5815 3.9139 3.4714
H 0.6895 3.5139 2.3418
H 1.0228 3.4698 4.0904
C -3.3539 0.3664 0.4282
C -3.8331 -0.3970 -0.8010
C -2.7741 -1.4028 -1.2388
H -3.1176 -1.9334 -2.1313
H -2.6238 -2.1474 -0.4338
H -4.7637 -0.9241 -0.5838
H -4.0142 0.3033 -1.6176
H -4.0838 1.1243 0.7187
H -3.2278 -0.3264 1.2625
H -2.1968 1.7261 -0.7474
H -0.8002 -0.7329 0.4108
H -1.0042 -2.2258 -2.8919
H -0.2872 -2.4165 -1.2769
H -0.2248 -0.5569 -4.4378
H 1.1942 1.8901 -5.6661
H 1.0482 0.2870 -6.3811
H 2.6459 1.0160 -6.1495
```

Its SMILES is Cc1ccc(-n2cccn2)c(CN2CCC[C@@H](C(=O)c3sccc3C)C2)c1. The energy relative to the best compared isomer or geometry (same formula, charge and spin) is 82.01 kJ/mol. The frontier orbital gap is 8.9880 eV. As for the HOMO energy: -8.5 eV. As for the LUMO energy: 0.0164 hartree. The value obtained for the max |F| is 0.97 eV/A.

[4]
The following is a quantum chemistry calculation of C14H30BNO2P in the gas phase at a distorted geometry, from the Open Molecules 2025 dataset.

The geometry in XYZ format:
```
49
Properties=species:S:1:pos:R:3
C -1.6080 -3.6630 0.3057
C -1.7250 -2.1757 0.6410
P -0.9431 -0.9776 -0.5643
C -0.2479 -1.9911 -1.9406
C -1.2135 -2.0482 -3.1415
C 0.4982 -0.2770 0.4204
B 1.2935 -1.5160 1.0187
C 1.5077 -1.8259 2.5517
O 1.8730 -2.3701 0.1001
C -0.0251 0.6494 1.5302
C -0.5192 2.0535 1.1515
C -0.5043 2.9018 2.4460
C -1.9516 2.0653 0.6061
N 0.4202 2.7077 0.1949
O 0.0074 3.8561 -0.1926
C 1.0839 1.9344 -0.8935
C 0.2182 1.8804 -2.1549
C 2.3748 2.6900 -1.2391
C 1.5016 0.5326 -0.4266
H -2.2435 -4.2523 0.9689
H -0.5819 -4.0188 0.4085
H -1.9408 -3.8603 -0.7142
H -2.7794 -1.9000 0.6795
H -1.3279 -1.9871 1.6425
H 0.6843 -1.5064 -2.2285
H 0.0333 -2.9922 -1.6234
H -2.0947 -1.4264 -2.9709
H -0.7393 -1.6656 -4.0453
H -1.5592 -3.0638 -3.3351
H 2.4871 -2.2915 2.6901
H 0.7697 -2.5465 2.9253
H 1.4584 -0.9527 3.2006
H 1.8825 -3.2929 0.3881
H -0.8093 0.1654 2.1194
H 0.8162 0.7940 2.2166
H -1.4014 3.5115 2.5353
H 0.3618 3.5610 2.4614
H -0.4572 2.2561 3.3247
H -2.5828 1.5367 1.3263
H -2.0535 1.5527 -0.3457
H -2.3159 3.0876 0.5322
H 0.0090 2.8846 -2.5184
H 0.7846 1.3546 -2.9282
H -0.7159 1.3403 -2.0080
H 3.0405 2.0530 -1.8228
H 2.1433 3.5787 -1.8257
H 2.8749 3.0265 -0.3306
H 2.4102 0.6489 0.1792
H 1.8061 -0.0219 -1.3149
```

As for the spin multiplicity: 2. The frontier orbital gap (spin up / spin down) is 8.1840 / 8.1831 eV. As for the HOMO energy (spin up / spin down): -7.8 / -7.8 eV. As for the LUMO energy (spin up / spin down): 0.0137 / 0.0137 hartree. The value obtained for the max |F| is 1.37 eV/A.

[5]
The following is a quantum chemistry calculation of a molecular structure, C22H24F6IrN6O11S3 at a distorted geometry, from the Open Molecules 2025 dataset.

The geometry in XYZ format:
```
73
Properties=species:S:1:pos:R:3
Ir 0.2640 2.0562 -0.0921
O -1.3751 3.1154 -1.1163
C -2.5856 2.9919 -0.8880
C -3.2344 1.8110 -0.4509
C -4.6268 1.8099 -0.3277
C -5.2756 0.6516 -0.0065
C -4.5665 -0.5239 0.2282
C -3.1956 -0.5267 0.1239
C -2.4851 0.6397 -0.2124
O -1.1700 0.5455 -0.3077
N -6.7514 0.6469 0.0675
O -7.3065 1.6998 -0.1526
O -7.2747 -0.4091 0.3365
H -3.2376 3.8530 -1.0773
H -5.2021 2.7110 -0.5016
H -5.1090 -1.4226 0.4882
H -2.6276 -1.4308 0.3015
F 0.9818 2.4959 4.8815
C -0.1584 2.3127 4.2568
F -1.1667 2.7754 4.9469
F -0.3236 1.0133 4.0143
S -0.0378 3.0592 2.5615
O -1.1455 2.4987 1.7630
O 1.2353 2.5234 2.0600
N -0.0660 4.5956 2.7451
S 0.2503 5.4062 1.3999
O 1.1876 6.4551 1.5442
O 0.5076 4.4602 0.2998
C -1.4028 6.1275 0.9553
F -1.6735 7.1688 1.7004
F -2.3282 5.1783 1.1457
F -1.3962 6.4513 -0.3261
C 0.7128 2.2057 -4.9033
O 1.7613 2.6661 -4.0042
C 1.6613 2.3983 -2.7446
O 0.7618 1.6851 -2.2413
N 2.6605 2.9082 -2.0094
N 2.5255 2.8113 -0.6374
H 1.1350 2.2757 -5.8977
H -0.1519 2.8578 -4.8109
H 0.4297 1.1836 -4.6705
H 3.2905 3.5856 -2.4182
H 2.4191 3.7253 -0.1974
H 3.2954 2.3042 -0.2117
C 3.1155 -4.5738 1.9234
C 1.7998 -4.3731 2.6704
C 0.7490 -3.6375 1.8496
N 1.2126 -2.2667 1.5578
C 0.9354 -1.4556 0.5751
S 1.6346 0.1512 0.7387
N 0.1941 -1.7656 -0.4938
C -0.0056 -3.0202 -1.1897
O -1.0883 -3.2312 -1.6542
C 1.1808 -3.8862 -1.3460
C 2.4769 -3.3746 -1.3853
C 3.5419 -4.2211 -1.6402
C 3.3221 -5.5766 -1.8426
C 2.0303 -6.0909 -1.8025
C 0.9606 -5.2443 -1.5789
H 3.8435 -5.0483 2.5797
H 3.5420 -3.6270 1.5836
H 2.9798 -5.2192 1.0539
H 1.9815 -3.8180 3.5966
H 1.3885 -5.3432 2.9480
H -0.1779 -3.5650 2.4230
H 0.5428 -4.1726 0.9291
H 1.7800 -1.8662 2.2967
H -0.3147 -0.9853 -0.8951
H 2.6603 -2.3140 -1.2524
H 4.5475 -3.8253 -1.6889
H 4.1598 -6.2329 -2.0383
H 1.8579 -7.1471 -1.9579
H -0.0558 -5.6175 -1.5742
```

As for the spin multiplicity: 2. The energy relative to the best compared isomer or geometry (same formula, charge and spin) is 281.69 kJ/mol. The frontier orbital gap (spin up / spin down) is 5.6065 / 5.2416 eV. As for the total charge: +2. As for the HOMO energy (spin up / spin down): -14.6 / -14.6 eV. As for the LUMO energy (spin up / spin down): -0.3301 / -0.3435 hartree. The value obtained for the max |F| is 5.56 eV/A.

[6]
The following is a quantum chemistry calculation of a molecular structure, C22H27NO7RuS at a distorted geometry, from the Open Molecules 2025 dataset.

The geometry in XYZ format:
```
59
Properties=species:S:1:pos:R:3
Ru -0.8267 -0.1341 1.4843
C 0.6918 2.4201 1.5718
C 1.3439 1.6316 2.6774
O 1.0490 0.2275 2.4880
C 1.3370 -0.5350 3.6923
C 0.4582 -1.7581 3.7323
O -0.9068 -1.3721 3.5291
C -1.6389 -0.9190 4.6712
C -2.7428 -0.0552 4.1055
O -2.0398 0.8621 3.2692
C -2.7178 2.0039 2.7539
C -1.5811 2.8966 2.3225
O -0.7052 2.0865 1.5102
H 1.1082 2.1656 0.6000
H 0.8163 3.4897 1.7443
H 0.9489 1.9389 3.6493
H 2.4263 1.7708 2.6735
H 1.1398 0.1120 4.5499
H 2.3927 -0.8084 3.6898
H 0.5808 -2.2712 4.6882
H 0.7003 -2.4536 2.9293
H -0.9999 -0.3219 5.3267
H -2.0297 -1.7740 5.2248
H -3.2782 0.4772 4.8933
H -3.4511 -0.6381 3.5104
H -3.3150 2.4878 3.5289
H -3.3622 1.7156 1.9195
H -1.0355 3.2457 3.2010
H -1.9203 3.7494 1.7349
O 0.1955 -3.9252 1.2280
C -0.8444 -3.4343 0.8999
C -2.0726 -4.1213 0.3016
C -3.1437 -3.0245 0.1496
C -2.3895 -1.8215 0.6084
O -2.6974 -0.5910 0.6965
N -1.1620 -2.0697 1.0140
H -2.3755 -4.9345 0.9585
H -1.7855 -4.5665 -0.6502
H -4.0188 -3.1811 0.7812
H -3.5021 -2.8883 -0.8701
C 4.2808 1.4796 -8.5450
C 3.7997 1.5995 -7.1364
O 4.2607 2.2418 -6.2565
S 2.2943 0.4976 -6.9104
C 1.8334 0.5003 -5.2677
C 0.6540 -0.2620 -5.0053
C 0.1664 -0.3635 -3.7438
C 0.8267 0.2904 -2.6600
C 2.0034 1.0484 -2.9347
C 2.5011 1.1557 -4.1962
C 0.3348 0.1813 -1.3697
C -0.1243 0.0547 -0.2317
H 5.0573 2.2203 -8.7157
H 3.4566 1.6217 -9.2450
H 4.6837 0.4765 -8.7009
H 0.1540 -0.7556 -5.8284
H -0.7280 -0.9356 -3.5409
H 2.5083 1.5369 -2.1126
H 3.3909 1.7301 -4.3881
```

The frontier orbital gap (spin up / spin down) is 5.0091 / 5.0128 eV. As for the total charge: +2. As for the HOMO energy (spin up / spin down): -13.7 / -13.7 eV. As for the LUMO energy (spin up / spin down): -0.3201 / -0.3200 hartree. The value obtained for the max |F| is 3.33 eV/A.

[7]
The following is a quantum chemistry calculation of a molecular structure, C5H11O3Pb at a distorted geometry, from the Open Molecules 2025 dataset.

The geometry in XYZ format:
```
20
Properties=species:S:1:pos:R:3
O 0.9452 0.5895 -0.7644
H 1.0097 1.1427 -1.5939
C -0.3187 -0.1017 3.0084
O 0.1205 0.2524 1.6978
C 1.5300 0.1390 1.4827
C 1.8722 0.9634 0.2636
H -1.3870 -0.3320 2.9443
H 0.2394 -0.9785 3.3612
H -0.1594 0.7458 3.6860
H 1.7738 -0.9229 1.3350
H 2.0763 0.5212 2.3548
H 2.8952 0.7402 -0.0614
H 1.7768 2.0368 0.4727
C -1.8201 -1.5483 -3.1217
C -1.8912 -0.2053 -2.9548
O -1.9758 0.4073 -1.7799
Pb -1.0260 0.2732 -0.0539
H -2.1854 -2.2311 -2.3485
H -1.5305 -1.9482 -4.0938
H -1.9449 0.4563 -3.8341
```

The energy relative to the best compared isomer or geometry (same formula, charge and spin) is 0.00 kJ/mol. The frontier orbital gap is 6.9794 eV. As for the total charge: +1. As for the HOMO energy: -11.4 eV. As for the LUMO energy: -0.1625 hartree. The value obtained for the max |F| is 5.70 eV/A.

[8]
The following is a quantum chemistry calculation of a gas-phase ion, C5H8N (charge +1) at a distorted geometry, from the Open Molecules 2025 dataset.

The geometry in XYZ format:
```
14
Properties=species:S:1:pos:R:3
C -1.4817 -0.1278 0.2869
C -0.5540 1.0880 0.1641
C -0.8219 -1.3040 0.5495
C 1.3062 -0.4554 -0.0892
C 0.9146 0.9466 -0.2683
N 0.5470 -1.4252 0.2237
H -2.5463 0.0735 0.0331
H -0.6914 1.8255 0.9958
H -1.5266 -2.2216 0.3796
H 2.2708 -0.7939 -0.4769
H 1.5990 1.7309 0.3807
H -0.8734 1.7252 -0.7761
H 0.9434 1.2579 -1.3934
H 0.9143 -2.3199 -0.0096
```

Its SMILES is C1=C[NH+]=CCC1. The energy relative to the best compared isomer or geometry (same formula, charge and spin) is 241.03 kJ/mol. The frontier orbital gap is 8.8944 eV. As for the total charge: +1. As for the HOMO energy: -14.2 eV. As for the LUMO energy: -0.1954 hartree. The value obtained for the max |F| is 5.76 eV/A.